A molecular structure, C7H7N in a non-equilibrium geometry. Source: the OMol25 dataset; level of theory: the ωB97M-V functional and the def2-TZVPD basis.

Structure (XYZ):
```
15
C7H7N, DFT the ωB97M-V functional and the def2-TZVPD basis
C -3.3596 -0.1207 0.1240
C -2.1854 -0.0878 -0.0602
C -0.8238 0.1317 -0.2359
C -0.1301 1.2321 0.0708
C 1.1993 0.6557 0.4290
C 1.4976 -0.2251 -0.8256
C 0.2627 -0.9390 -0.2049
H -4.3715 -0.3085 0.2916
H -0.4669 2.2742 0.0935
H 1.9749 1.3962 0.8230
H 1.5176 0.3691 -1.7760
H 2.4886 -0.6375 -0.6707
H -0.0427 -1.9700 -0.3717
H 1.6168 -1.1963 1.1590
N 0.8227 -0.5741 1.1541
```

Values from the calculation:
F_max   3.1 eV/Å
Multiplicity   1
Gap between HOMO and LUMO   9.37 eV
Net charge   0
E_HOMO   -8.55 eV
M   105.14 g mol⁻¹
Relative energy (zero: lowest compared OMol25 entry of this formula, charge and spin)   94.4 kcal/mol